*A*
16
Properties=species:S:1:pos:R:3 method="wB97M-V/def2-TZVPD" gap_ev=8.01 total_charge=0 spin_multiplicity=1 molar_mass_g_mol=265.93
O 0.799 -3.500 0.653
C 0.759 -2.426 1.237
C 0.737 -1.168 0.562
C 0.595 -1.177 -0.758
C 0.540 0.071 -1.558
C 0.236 1.358 -1.127
C -0.455 1.811 0.082
C -1.747 1.780 0.503
Br -2.964 0.655 -0.273
Br -2.359 2.873 2.094
H 0.736 -2.548 2.397
H 0.686 -0.247 1.214
H 0.640 -2.111 -1.374
H 0.878 -0.073 -2.546
H 0.673 2.116 -1.647
H 0.247 2.584 0.542



*B*
16
Properties=species:S:1:pos:R:3 method="wB97M-V/def2-TZVPD" gap_ev=9.64 total_charge=0 spin_multiplicity=1 molar_mass_g_mol=265.93
C -0.746 -1.561 -0.208
C -0.583 -1.059 1.010
C 1.057 1.021 -0.742
C -0.804 -0.515 -1.333
C -0.255 0.466 0.938
C -0.398 0.782 -0.529
C 1.230 0.835 0.902
O 1.784 1.230 -1.674
Br 2.530 -0.525 1.374
Br 1.682 2.433 1.884
H -1.030 -2.668 -0.304
H -0.602 -1.557 2.049
H -0.160 -0.950 -2.043
H -1.813 -0.365 -1.890
H -0.892 0.940 1.544
H -1.000 1.494 -0.978



*B* ends up most stable, edging out the next structure by 0.904 eV.



*A*
7
Properties=species:S:1:pos:R:3 method="wB97M-V/def2-TZVPD" gap_ev="9.73 / 9.73" smiles="C=PCl.Cl" total_charge=0 spin_multiplicity=1 molar_mass_g_mol=116.91
C 0.644 1.040 0.386
P 1.531 -0.283 0.861
Cl 2.770 -0.567 -0.700
H 0.784 1.551 -0.552
H -0.116 1.428 1.039
Cl -2.482 -1.939 -0.096
H -3.131 -1.229 -0.937



*B*
7
Properties=species:S:1:pos:R:3 method="wB97M-V/def2-TZVPD" gap_ev=10.03 smiles="C=PCl.Cl" total_charge=0 spin_multiplicity=1 molar_mass_g_mol=116.91
C 1.233 0.987 0.101
P 0.103 0.534 1.153
Cl 0.785 -1.205 1.933
H 2.242 0.456 0.078
H 1.022 1.894 -0.501
Cl -3.164 -1.767 -1.524
H -2.222 -0.900 -1.241



*A* ends up most stable, edging out the next structure by 0.121 eV.



*A*
16
Properties=species:S:1:pos:R:3 method="wB97M-V/def2-TZVPD" gap_ev=9.12 total_charge=+1 spin_multiplicity=1 molar_mass_g_mol=106.15
C -1.185 -1.485 0.445
C 2.321 -0.324 0.627
C -1.667 -0.189 0.606
C -0.749 0.978 0.414
C 0.796 -0.182 -1.550
C 1.470 -0.252 -0.254
C 0.342 0.855 -0.554
N -0.593 -2.438 0.617
H -2.506 -0.153 -0.119
H -2.099 -0.364 1.537
H -1.308 1.847 -0.013
H -0.320 1.258 1.325
H 1.436 0.103 -2.403
H 0.230 -1.111 -1.605
H 3.011 -0.363 1.427
H 0.819 1.819 -0.499



*B*
16
Properties=species:S:1:pos:R:3 method="wB97M-V/def2-TZVPD" gap_ev=9.09 total_charge=+1 spin_multiplicity=1 molar_mass_g_mol=106.15
C -0.674 1.755 0.363
C -0.652 0.697 1.250
C 0.349 -0.343 1.656
C 0.193 0.265 -1.563
C 0.804 -0.917 -0.735
C -1.271 -0.411 0.249
C -0.822 0.739 -0.597
N -0.016 -1.161 0.463
H -0.350 2.777 0.358
H 1.387 -0.023 1.744
H 0.039 -0.888 2.548
H 0.924 1.018 -1.846
H -0.302 -0.102 -2.463
H 0.804 -1.840 -1.311
H 1.826 -0.695 -0.431
H -2.240 -0.871 0.316



*B* ends up most stable, edging out the next structure by 0.564 eV.



*A*
17
Properties=species:S:1:pos:R:3 method="wB97M-V/def2-TZVPD" gap_ev=10.25 smiles="NS(=O)(=O)c1ccccc1" total_charge=0 spin_multiplicity=1 molar_mass_g_mol=157.19
N 1.004 0.864 2.045
S -0.485 0.726 1.188
O -0.993 2.044 0.985
O -1.206 -0.333 1.983
C 0.008 -0.096 -0.331
C -0.179 -1.493 -0.363
C 0.425 -2.205 -1.497
C 0.878 -1.417 -2.469
C 0.708 -0.009 -2.504
C 0.327 0.677 -1.417
H 1.905 0.983 1.371
H 0.975 -0.139 2.655
H -0.637 -2.174 0.342
H 0.273 -3.228 -1.677
H 1.246 -1.825 -3.423
H 1.253 0.516 -3.342
H 0.304 1.773 -1.504



*B*
17
Properties=species:S:1:pos:R:3 method="wB97M-V/def2-TZVPD" gap_ev=7.88 total_charge=0 spin_multiplicity=1 molar_mass_g_mol=157.19
C 3.872 -2.350 0.439
C 3.000 -1.523 0.518
C 1.087 -0.065 0.061
C 0.002 0.934 -0.084
C 2.201 -0.407 0.860
C -2.192 1.807 -0.373
N -1.269 0.783 -0.534
O -1.445 -1.519 0.594
O -3.469 -0.938 -0.793
S -2.020 -1.138 -0.708
H 4.341 -3.165 0.006
H 0.803 -0.914 -0.600
H 0.086 1.960 0.168
H 2.582 0.468 1.394
H -1.769 2.839 -0.061
H -2.888 1.900 -1.223
H -2.922 1.327 0.337



*A* ends up most stable, edging out the next structure by 3.103 eV.



*A*
161
Properties=species:S:1:pos:R:3 method="wB97M-V/def2-TZVPD" gap_ev=8.84 smiles=COC[C@H](C)N.COCCNCCOC.COCCNCCOC.COCCNCCOC.COCCNCCOC.COCCNCCOC.COCCNCCOC total_charge=0 spin_multiplicity=1 molar_mass_g_mol=888.28
C -15.151 13.479 -7.035
O -16.429 13.193 -7.566
C -17.065 14.346 -8.060
C -18.024 14.072 -9.227
C -19.214 13.207 -8.812
N -17.306 13.501 -10.376
H -14.750 12.616 -6.503
H -15.229 14.220 -6.230
H -14.486 13.775 -7.847
H -17.650 14.879 -7.301
H -16.273 15.032 -8.382
H -18.350 15.021 -9.661
H -18.969 12.311 -8.235
H -19.742 12.903 -9.716
H -19.875 13.746 -8.126
H -16.559 12.917 -10.009
H -17.863 12.956 -11.016
C -18.467 9.846 -10.200
O -17.934 9.138 -9.092
C -16.647 9.533 -8.700
C -16.106 8.638 -7.609
N -15.969 7.243 -8.078
C -14.835 7.032 -8.966
C -13.487 7.360 -8.332
O -12.821 8.349 -9.127
C -11.629 8.781 -8.498
H -18.189 9.211 -11.050
H -18.116 10.872 -10.300
H -19.554 9.828 -10.122
H -16.578 10.579 -8.358
H -15.928 9.538 -9.531
H -16.723 8.600 -6.708
H -15.185 9.113 -7.269
H -16.852 6.938 -8.455
H -15.028 7.428 -9.970
H -14.836 5.945 -9.122
H -12.833 6.494 -8.198
H -13.605 7.739 -7.312
H -11.767 9.744 -7.994
H -10.871 8.871 -9.276
H -11.254 8.098 -7.729
C -15.261 15.153 -12.755
O -14.139 15.416 -11.946
C -14.073 14.644 -10.752
C -12.950 15.162 -9.846
N -12.951 16.613 -9.903
C -11.717 17.185 -9.386
C -11.397 18.593 -9.846
O -10.422 18.523 -10.897
C -10.445 19.630 -11.760
H -16.155 14.965 -12.153
H -15.085 14.267 -13.379
H -15.339 16.003 -13.430
H -13.856 13.611 -11.035
H -15.061 14.766 -10.298
H -11.992 14.696 -10.118
H -13.102 14.841 -8.810
H -13.142 16.909 -10.852
H -10.849 16.598 -9.716
H -11.708 17.219 -8.295
H -10.941 19.182 -9.046
H -12.283 19.100 -10.240
H -11.460 20.021 -11.876
H -10.013 19.363 -12.724
H -9.835 20.479 -11.421
C -22.482 12.227 3.231
O -21.673 11.738 2.151
C -21.121 12.827 1.420
C -20.652 12.273 0.096
N -19.920 13.231 -0.690
C -20.762 14.246 -1.320
C -19.927 14.980 -2.360
O -19.712 14.102 -3.447
C -18.980 14.675 -4.494
H -21.785 12.795 3.870
H -22.841 11.324 3.712
H -23.209 13.024 3.046
H -20.339 13.325 2.005
H -21.911 13.567 1.225
H -21.485 11.721 -0.366
H -19.983 11.440 0.349
H -19.265 12.847 -1.351
H -21.187 14.951 -0.605
H -21.604 13.740 -1.811
H -19.005 15.327 -1.874
H -20.341 15.947 -2.667
H -19.090 13.987 -5.343
H -17.895 14.602 -4.345
H -19.300 15.644 -4.882
C -20.064 12.032 -12.473
O -19.741 11.308 -13.653
C -20.805 10.479 -14.058
C -20.340 9.538 -15.166
N -19.567 8.413 -14.611
C -19.057 7.465 -15.626
C -20.181 6.778 -16.365
O -19.659 5.779 -17.231
C -20.500 4.655 -17.338
H -21.149 12.156 -12.403
H -19.608 13.020 -12.478
H -19.742 11.458 -11.604
H -21.548 11.144 -14.521
H -21.251 9.886 -13.253
H -19.663 10.093 -15.830
H -21.170 9.169 -15.762
H -18.737 8.798 -14.176
H -18.544 6.724 -15.014
H -18.445 7.972 -16.380
H -20.718 7.521 -16.967
H -20.919 6.332 -15.690
H -21.452 4.730 -17.875
H -20.665 4.212 -16.353
H -19.949 3.951 -17.968
C -18.034 19.375 -10.941
O -18.582 19.037 -9.670
C -18.056 17.809 -9.173
C -16.969 18.144 -8.125
N -17.574 18.810 -6.987
C -16.619 19.331 -6.014
C -15.598 18.309 -5.509
O -14.708 17.933 -6.529
C -13.622 17.175 -6.055
H -18.198 18.622 -11.713
H -16.965 19.585 -10.831
H -18.573 20.294 -11.177
H -17.588 17.176 -9.928
H -18.825 17.261 -8.629
H -16.133 18.695 -8.571
H -16.563 17.191 -7.779
H -18.402 19.344 -7.180
H -17.168 19.738 -5.165
H -16.044 20.144 -6.474
H -16.076 17.456 -5.019
H -15.049 18.892 -4.758
H -12.840 17.788 -5.602
H -13.167 16.583 -6.850
H -13.988 16.390 -5.382
C -26.199 8.687 -12.274
O -26.091 10.044 -11.884
C -24.777 10.331 -11.446
C -24.807 11.527 -10.464
N -23.458 11.947 -10.111
C -23.502 13.239 -9.410
C -23.848 14.409 -10.318
O -22.637 15.099 -10.592
C -22.730 16.066 -11.612
H -26.027 8.059 -11.391
H -25.347 8.362 -12.886
H -27.130 8.459 -12.775
H -24.244 10.614 -12.359
H -24.258 9.510 -10.938
H -25.539 11.225 -9.707
H -25.287 12.277 -11.095
H -23.067 11.242 -9.497
H -22.550 13.427 -8.915
H -24.272 13.160 -8.630
H -24.626 15.057 -9.904
H -24.209 14.043 -11.288
H -21.923 16.764 -11.374
H -23.626 16.695 -11.606
H -22.583 15.715 -12.636



*B*
161
Properties=species:S:1:pos:R:3 method="wB97M-V/def2-TZVPD" gap_ev=9.01 smiles=COC[C@H](C)N.COCCNCCOC.COCCNCCOC.COCCNCCOC.COCCNCCOC.COCCNCCOC.COCCNCCOC total_charge=0 spin_multiplicity=1 molar_mass_g_mol=888.28
C -24.038 -11.984 9.553
O -24.780 -11.791 8.377
C -26.019 -12.494 8.370
C -27.116 -11.480 8.164
C -27.290 -10.533 9.330
N -28.401 -12.185 7.953
H -22.984 -11.749 9.413
H -24.050 -13.004 9.947
H -24.373 -11.355 10.387
H -26.030 -13.297 7.625
H -26.155 -13.023 9.321
H -26.931 -10.910 7.244
H -28.064 -9.787 9.139
H -26.393 -9.919 9.478
H -27.424 -11.071 10.271
H -28.291 -12.720 7.092
H -29.174 -11.563 7.737
C -29.954 -17.744 14.719
O -30.483 -16.550 14.156
C -30.770 -16.697 12.783
C -30.653 -15.300 12.151
N -29.275 -14.835 12.034
C -29.070 -13.623 11.255
C -29.634 -12.332 11.832
O -31.017 -12.244 11.528
C -31.588 -10.995 11.759
H -30.767 -18.473 14.794
H -29.484 -17.691 15.701
H -29.157 -18.114 14.068
H -31.784 -17.070 12.617
H -30.062 -17.304 12.207
H -31.278 -14.623 12.742
H -31.058 -15.402 11.138
H -29.002 -14.653 13.000
H -29.470 -13.804 10.255
H -27.998 -13.461 11.108
H -29.178 -11.479 11.307
H -29.435 -12.184 12.901
H -31.380 -10.594 12.760
H -32.676 -11.043 11.721
H -31.262 -10.246 11.028
C -27.978 -7.691 2.803
O -26.983 -7.574 3.776
C -27.007 -8.463 4.868
C -28.330 -8.556 5.632
N -29.206 -9.566 5.030
C -30.610 -9.259 5.258
C -31.048 -9.123 6.734
O -30.685 -10.386 7.305
C -31.126 -10.511 8.645
H -28.982 -7.652 3.242
H -27.875 -8.591 2.191
H -27.970 -6.826 2.138
H -26.203 -8.136 5.527
H -26.776 -9.468 4.487
H -28.821 -7.584 5.629
H -28.000 -8.814 6.646
H -29.122 -10.503 5.419
H -31.228 -10.081 4.895
H -30.932 -8.323 4.788
H -32.114 -8.913 6.843
H -30.472 -8.361 7.271
H -31.014 -11.571 8.887
H -32.205 -10.334 8.727
H -30.594 -9.929 9.402
C -28.013 -15.695 7.011
O -28.483 -16.931 7.494
C -28.571 -16.960 8.898
C -27.249 -16.767 9.640
N -27.459 -16.955 11.074
C -26.238 -16.681 11.827
C -26.455 -16.845 13.303
O -25.485 -16.206 14.083
C -25.670 -16.388 15.457
H -28.618 -14.859 7.380
H -28.025 -15.741 5.923
H -26.988 -15.397 7.260
H -29.023 -17.920 9.155
H -29.331 -16.251 9.270
H -26.789 -15.813 9.366
H -26.646 -17.624 9.323
H -28.164 -16.251 11.367
H -25.842 -15.665 11.651
H -25.518 -17.371 11.374
H -26.493 -17.920 13.548
H -27.470 -16.532 13.591
H -25.525 -17.426 15.779
H -26.707 -16.123 15.709
H -25.020 -15.740 16.041
C -30.959 -15.279 5.530
O -30.243 -15.325 4.322
C -30.420 -14.161 3.546
C -30.068 -12.851 4.275
N -28.720 -12.975 4.907
C -27.665 -12.683 3.917
C -26.305 -12.590 4.621
O -25.910 -13.924 4.868
C -24.538 -14.056 5.204
H -30.880 -16.247 6.021
H -32.031 -15.049 5.473
H -30.619 -14.547 6.271
H -31.400 -14.130 3.056
H -29.720 -14.246 2.710
H -30.728 -12.678 5.131
H -30.192 -11.995 3.614
H -28.674 -13.986 5.035
H -27.844 -11.754 3.368
H -27.641 -13.417 3.104
H -26.406 -11.988 5.525
H -25.606 -12.120 3.918
H -23.974 -13.955 4.269
H -24.417 -15.071 5.584
H -24.210 -13.344 5.965
C -21.769 -14.591 7.524
O -22.340 -14.705 8.811
C -22.375 -16.049 9.254
C -22.668 -16.014 10.748
N -21.576 -15.324 11.434
C -21.773 -15.203 12.877
C -22.989 -14.317 13.217
O -22.662 -13.009 12.781
C -23.652 -12.051 13.072
H -21.624 -13.537 7.299
H -22.447 -15.068 6.810
H -20.798 -15.084 7.411
H -21.416 -16.517 9.012
H -23.167 -16.650 8.786
H -22.848 -17.023 11.122
H -23.595 -15.429 10.824
H -21.579 -14.416 10.978
H -20.900 -14.693 13.282
H -21.896 -16.213 13.262
H -23.261 -14.290 14.280
H -23.912 -14.641 12.727
H -23.891 -12.077 14.141
H -24.581 -12.242 12.524
H -23.266 -11.068 12.816
C -21.978 -8.932 9.365
O -23.070 -8.377 10.067
C -23.675 -7.287 9.383
C -24.687 -6.615 10.305
N -25.592 -7.628 10.807
C -26.642 -7.100 11.678
C -27.235 -8.252 12.456
O -26.222 -8.670 13.363
C -26.488 -9.918 13.984
H -22.264 -9.198 8.338
H -21.817 -9.857 9.917
H -21.077 -8.319 9.288
H -24.207 -7.799 8.570
H -23.018 -6.499 9.000
H -25.192 -5.900 9.652
H -24.139 -6.134 11.125
H -25.103 -8.294 11.395
H -27.431 -6.589 11.118
H -26.243 -6.345 12.372
H -27.491 -9.024 11.720
H -28.135 -7.979 13.015
H -27.338 -9.898 14.670
H -25.625 -10.077 14.634
H -26.487 -10.702 13.225



*B* ends up most stable, edging out the next structure by 2.345 eV.